62
Properties=species:S:1:pos:R:3:forces:R:3:nbo_charge:R:1 method="wB97M-V/def2-TZVPD" spin_multiplicity=2 total_charge=+1 homo_energy_ev="-9.0 / -11.6" gap_ev="6.139 / 8.485"
Ga -0.1915 -1.0364 -1.1064 -0.221 0.115 -0.322 0.76
Cl 6.1188 0.3756 -1.2245 0.212 0.212 0.019 0.10
C 5.5904 -1.1677 -0.5750 -0.005 -0.330 -0.831 -0.24
Cl 6.2448 -2.5247 -1.4893 0.062 -0.207 -0.777 0.09
Cl 6.1470 -1.4437 1.0488 -0.243 0.464 0.956 0.10
C 4.1291 -1.2067 -0.7107 0.673 -0.147 0.856 0.26
N 2.9921 -1.2830 -0.6514 -0.647 -0.064 -0.214 -0.28
C -0.3328 2.7831 1.3887 -1.134 3.493 1.727 -0.62
C 1.0187 2.6104 0.8300 0.879 -1.221 -1.618 0.24
C 2.1537 3.0071 1.7048 0.480 -0.738 0.014 -0.63
O 1.0378 1.1558 0.7017 1.353 -0.771 2.128 -0.79
B 0.6587 0.8156 -0.5110 -1.406 -0.306 -1.798 0.61
O 0.5541 1.9035 -1.3456 0.094 0.492 -0.592 -0.75
C 1.2328 3.0098 -0.6813 0.031 -0.477 1.178 0.26
C 2.7372 2.9311 -1.0572 -0.798 0.256 -0.344 -0.64
C 0.6096 4.3744 -0.9726 1.367 -1.152 -1.878 -0.63
H -0.4095 2.2084 2.3250 0.087 0.411 -0.189 0.23
H -1.1040 2.4200 0.7470 -0.472 -0.187 -0.706 0.21
H -0.5593 3.9235 1.6034 0.346 -2.222 -0.221 0.22
H 1.8919 2.9288 2.7253 -0.394 0.021 1.239 0.22
H 2.4728 3.9976 1.5072 0.296 1.084 -0.078 0.22
H 3.0003 2.3301 1.5644 -0.069 0.166 -0.203 0.23
H 3.1911 1.9373 -0.8474 -0.464 0.588 -0.324 0.22
H 3.2276 3.6552 -0.4231 0.501 0.264 -0.150 0.21
H 2.8486 3.2387 -2.1239 0.063 -0.459 0.787 0.23
H -0.4569 4.3265 -0.9381 -0.639 0.211 0.339 0.23
H 0.9087 4.6099 -2.0095 -0.367 0.108 0.261 0.22
H 1.0750 5.1337 -0.3718 -0.139 0.345 0.587 0.22
O -0.3456 -2.3568 0.3896 -0.463 -0.875 -0.264 -0.66
N 0.7236 -2.7540 1.0671 1.390 0.068 0.243 0.05
C 1.2956 -3.9781 0.9415 -1.421 1.464 -0.503 0.05
C 2.4186 -4.3065 1.5913 1.290 -1.006 1.219 -0.24
C 3.0138 -3.3629 2.3898 1.225 1.762 1.445 -0.13
C 2.4755 -2.0679 2.5524 -1.873 -2.564 -1.965 -0.21
C 1.2871 -1.8405 1.8472 -0.066 1.832 0.665 0.06
H 0.8133 -4.5843 0.2669 -1.133 -1.454 -1.314 0.23
H 2.8351 -5.3276 1.6245 -0.411 0.672 -0.584 0.26
H 3.9467 -3.6104 2.9127 -0.482 0.055 -0.169 0.24
H 2.8040 -1.3197 3.1940 0.939 1.016 0.907 0.25
H 0.7035 -0.8840 1.7922 0.995 -0.856 0.456 0.27
C -3.3446 0.0026 1.5058 0.479 1.024 -0.416 -0.62
C -3.7631 -0.9630 0.3804 4.256 -1.039 1.423 -0.67
P -2.7356 -0.8489 -1.1969 0.451 0.196 1.292 0.89
C -3.2555 0.7476 -1.9662 -0.626 -0.003 0.135 -0.71
C -4.7921 1.0136 -1.7720 1.035 -0.658 0.384 -0.61
C -3.4196 -2.2618 -2.1075 -2.042 -0.597 -0.289 -0.73
C -2.8120 -3.5757 -1.6162 0.831 -0.400 -0.388 -0.61
H -4.1580 0.1107 2.2508 0.690 -0.281 -0.200 0.23
H -3.1407 1.0325 1.1281 -0.358 -0.544 0.070 0.20
H -2.3630 -0.2854 1.9474 -0.902 -0.106 -0.011 0.22
H -4.7132 -0.8175 0.0733 -3.253 0.331 -0.763 0.22
H -3.6278 -1.9901 0.8231 -0.328 0.782 -0.854 0.24
H -2.9806 0.6725 -3.0195 0.015 0.059 -0.038 0.25
H -2.6417 1.5707 -1.5267 -0.404 -0.662 -0.303 0.25
H -5.3612 0.0660 -1.7810 0.168 0.508 -0.170 0.20
H -5.2042 1.6832 -2.5163 0.044 0.138 -0.065 0.24
H -4.8789 1.4469 -0.7749 -0.426 0.085 -0.112 0.21
H -3.2294 -2.1616 -3.1882 -0.251 0.143 0.352 0.25
H -4.5549 -2.2739 -1.9042 1.553 0.110 -0.601 0.24
H -1.7530 -3.5707 -1.8726 0.165 -0.035 -0.019 0.22
H -3.1891 -4.5420 -1.9883 -0.409 0.762 -0.355 0.24
H -2.8398 -3.6770 -0.5551 -0.128 0.128 0.944 0.21